Here is a structure of composition C34H29F6N2O4P2ReS2 in a non-equilibrium geometry from the Open Molecules 2025 dataset. Energies are from ωB97M-V/def2-TZVPD.

```
80
Properties=species:S:1:pos:R:3:forces:R:3
Re -0.72126 -0.72909 -0.31411 -0.7891 -3.7018 -2.1596
C 0.68041 2.40545 -0.49351 -1.1460 0.8653 -0.3770
N 1.80739 1.90029 0.28340 -0.2908 0.6426 0.2511
C 2.53177 0.75838 -0.26773 0.4546 -0.5951 -0.7905
P 1.71661 -1.05377 -0.38304 1.9213 1.5651 -0.1708
C 2.37606 -2.02977 1.01364 0.0548 -0.4008 0.1306
C 2.33970 -3.44743 0.93883 0.3301 0.1057 -0.0552
C 2.85532 -4.20732 1.97988 -0.1102 -0.2299 0.2622
C 3.35792 -3.57756 3.13926 -0.2315 -1.3019 -0.3529
C 3.40947 -2.21028 3.22004 0.2858 1.4044 -0.2326
C 2.96693 -1.43308 2.12080 0.0264 0.5227 0.5419
C 2.65501 -1.78203 -1.84737 -0.1077 -0.5218 -0.2136
C 4.04037 -1.65696 -2.14602 -0.5850 0.0600 -0.3402
C 4.62470 -2.29792 -3.25872 -0.9730 0.0349 0.2758
C 3.87883 -3.17855 -4.05986 -0.2327 0.4866 1.0393
C 2.54933 -3.41323 -3.65414 0.2233 -0.4691 -1.2758
C 1.95037 -2.71600 -2.60888 -0.3522 0.0617 -0.1619
C 2.34142 2.76276 1.24203 0.3093 -0.1371 -0.2780
C 1.49118 3.64473 1.96698 1.1154 0.5885 0.2919
C 2.04806 4.49824 2.89989 -1.1410 0.1528 -0.1165
C 3.43331 4.66575 2.99020 -1.1827 0.7571 0.7741
C 4.27475 3.86591 2.29444 1.4504 -1.4339 -1.4652
C 3.75901 2.88410 1.44444 -0.6946 0.0308 0.7167
P -1.06236 1.60557 -0.48837 0.3668 2.6051 0.1643
C -1.82995 2.38946 -1.99408 -0.6131 0.0724 -0.2269
C -2.18134 3.76568 -2.15335 0.0831 -0.7463 -1.1837
C -2.81852 4.20149 -3.35084 0.7053 -0.5988 1.6569
C -3.26773 3.30760 -4.30568 0.0668 -0.8324 -0.5340
C -2.96832 1.95270 -4.14177 0.6218 -0.1079 0.3276
C -2.23623 1.53203 -3.00725 -0.5835 -0.9626 -0.9652
C -2.04999 2.28954 0.89183 0.9910 -0.3582 1.0418
C -1.48800 2.22198 2.20004 0.0924 -0.3076 -1.0916
C -2.24566 2.52402 3.30765 0.4532 0.0489 1.0835
C -3.59619 2.85885 3.19653 -0.5769 0.6237 -0.8846
C -4.16389 2.88745 1.91256 0.6030 0.0364 -0.4340
C -3.37977 2.67563 0.76303 -0.4656 -0.8374 0.0336
H 0.94379 2.27906 -1.55263 0.0260 0.1057 0.1214
H 0.50194 3.49373 -0.31217 0.4654 -0.8815 -0.1911
H 3.42421 0.66506 0.33264 0.2537 -0.3583 -0.0757
H 2.84807 0.94200 -1.34016 -0.4865 0.0017 1.0757
H 2.03804 -3.96792 0.03379 -0.2463 0.2124 0.0779
H 2.86861 -5.32353 1.93067 -0.0334 1.1769 -0.1017
H 3.71183 -4.25808 3.91997 -0.0279 0.6274 -0.0473
H 3.83705 -1.67534 4.09139 -0.2977 -0.5850 -0.6358
H 3.12526 -0.33330 2.13607 -0.3150 -0.8752 0.2555
H 4.68443 -1.03869 -1.56056 0.2603 0.4367 0.3818
H 5.65079 -2.08241 -3.52298 0.0575 -0.0079 0.2186
H 4.36812 -3.63896 -4.93374 -0.6150 0.1118 0.5547
H 1.94237 -4.11641 -4.25240 0.3208 0.4483 0.5205
H 0.89298 -2.88467 -2.41379 0.1169 -0.0239 -0.0868
H 0.45849 3.72522 1.74715 -0.7766 -0.2062 0.1227
H 1.39437 5.11119 3.54210 0.3371 -0.2763 -0.5817
H 3.80264 5.48236 3.58105 0.2360 0.0839 0.3296
H 5.35422 4.04751 2.39286 -0.5105 -0.4000 -0.2495
H 4.35885 2.19143 0.90315 0.8139 -0.0009 -0.2218
H -1.94594 4.50892 -1.42422 0.2287 0.3139 0.4480
H -2.93050 5.25623 -3.48905 -0.2874 0.4196 0.0247
H -3.81958 3.63419 -5.19913 0.3730 -0.0229 0.5262
H -3.20053 1.20198 -4.91848 -0.0623 0.5916 0.5952
H -2.03691 0.45599 -2.92991 -0.0035 0.6400 -0.1121
H -0.43462 1.93318 2.33508 -0.6426 -0.0475 -0.0201
H -1.71967 2.46983 4.27843 -0.6572 0.1654 -0.4835
H -4.21970 3.21917 4.02678 0.4979 -0.6251 -0.1591
H -5.21676 3.06164 1.71587 0.0857 0.2570 0.4612
H -3.85964 2.67167 -0.22033 0.1685 0.1665 0.3569
F -7.00440 -3.24672 -2.27638 2.0780 0.2974 1.3636
C -6.43482 -2.61716 -1.23611 -5.0146 0.5172 0.0241
F -6.83873 -1.32673 -1.33559 2.3330 -1.6947 0.2926
F -6.91578 -3.10268 -0.08455 1.3859 0.2896 -1.2426
S -4.28205 -3.10391 -1.10120 -1.1525 -0.6267 0.5097
O -1.17100 -1.11608 -1.96229 0.9694 0.4308 2.5827
O -3.52753 -1.90668 -0.83846 -0.2610 0.8577 -0.5687
N -4.17874 -4.08969 0.20742 0.4172 1.0036 -1.6250
S -2.76879 -3.77931 0.89060 2.6922 -1.3596 0.8366
O -0.96638 -1.54448 1.19486 0.0317 1.5648 -0.9383
O -1.56029 -3.83367 0.04389 -2.3976 -0.1425 0.6600
C -2.15709 -5.96169 1.97660 2.1205 -5.0418 1.1590
F -2.89912 -6.38614 2.97551 -0.0233 1.5858 -1.0159
F -0.83172 -6.10302 2.40915 -2.8894 1.5665 -1.6532
F -2.36447 -6.77776 0.90835 0.3517 2.1815 1.2300
```
Positions in Å, forces in eV/Å.

Charge   +3
Spin multiplicity   4
Relative energy (zero: lowest compared OMol25 entry of this formula, charge and spin)   0.052 eV
Highest occupied orbital energy (alpha / beta)   -16.13 / -16.13 eV
Total energy   -3878.77475 a.u.
LUMO (alpha / beta)   -10.43 / -12.28 eV
Orbital gap (alpha / beta)   5.7 / 3.8 eV

---

Here is a structure of composition C7H10BrN2 in a non-equilibrium geometry from the Open Molecules 2025 dataset. Energies are from ωB97M-V/def2-TZVPD.

```
20
Properties=species:S:1:pos:R:3:forces:R:3
C 2.41161 0.56504 1.28203 -1.9273 2.6617 -2.3899
C 0.54036 0.43623 2.68864 1.0399 -1.0621 1.9941
C -1.59714 -0.76652 -0.95964 1.0911 2.3456 -0.3620
C -0.45577 -0.55860 -1.89228 1.8927 -0.8072 -1.0131
C 1.75144 1.58272 0.42389 0.3600 -1.0612 1.9476
C -0.15674 -0.54170 -0.41916 1.5827 -0.9441 0.2003
C -0.08647 0.71474 0.39358 -0.9594 -1.6832 -0.7292
N 1.76651 0.25809 2.34994 1.0746 -0.7088 2.7818
N -0.39069 0.47751 1.76592 -3.9318 0.9078 -0.1639
Br 1.34419 3.30610 1.08304 -0.0369 -0.5890 0.0675
H 3.23391 0.02259 0.94547 1.3704 -0.6889 -0.4840
H 0.33357 0.36362 3.78811 -0.3970 0.1086 -1.2850
H -2.24592 0.03880 -0.59735 -0.2594 -0.6870 -0.8278
H -1.86193 -1.76396 -1.07652 -1.2058 -1.4675 0.7738
H -0.06676 -1.55793 -2.34221 -0.8912 2.0149 0.6152
H -0.06500 0.29529 -2.45536 -1.0742 0.0016 0.0364
H 1.92228 1.67199 -0.60111 0.4517 -0.1431 -1.5876
H 0.39384 -1.46448 -0.16352 -0.3122 0.9380 0.8400
H -0.61893 1.53478 -0.08008 -0.3930 0.0361 0.1988
H -1.43714 0.34712 2.04152 2.5251 0.8279 -0.6131
```
Positions in Å, forces in eV/Å.

Charge   +1
Spin multiplicity   3
Relative energy (zero: lowest compared OMol25 entry of this formula, charge and spin)   0.000 eV
Highest occupied orbital energy (alpha / beta)   -10.96 / -14.01 eV
Total energy   -2955.76632 a.u.
LUMO (alpha / beta)   -3.47 / -8.15 eV
Orbital gap (alpha / beta)   7.5 / 5.9 eV

---

Here is a cluster of 3 separate species, C38H68INO8 in total in a non-equilibrium geometry from the Open Molecules 2025 dataset. Energies are from ωB97M-V/def2-TZVPD.

```
116
Properties=species:S:1:pos:R:3:forces:R:3
C 4.05509 -4.86388 -1.06529 0.3197 -0.3117 -0.1944
C 2.61037 -5.46468 -1.53590 1.0771 0.1405 0.8505
C 1.44948 -4.90657 -0.58680 0.0085 0.7417 -0.4286
C -0.03055 -4.95873 -1.19903 0.0249 -1.1596 0.4115
C -0.14725 -4.58788 -2.75303 0.1727 -0.5478 0.1604
C 0.66296 -3.27774 -3.20933 0.6395 -0.1343 -0.6606
C -0.23006 -2.09935 -3.82557 0.1438 -0.7511 -0.4771
C -1.51425 -1.67159 -2.97909 0.4016 1.0895 -0.7464
C -1.24192 -0.79614 -1.66687 -0.7745 -0.4264 0.9518
C 0.04837 0.18571 -1.85864 -1.0160 -0.0630 1.2787
O 1.18290 -0.58517 -1.40022 1.1906 1.6491 -0.7737
C 2.34904 0.20079 -1.19888 3.5132 2.0610 2.0132
C 2.79532 0.38877 0.29793 1.4731 0.9682 -2.3850
C 4.06367 1.16285 0.71566 -0.9277 -0.5303 -2.8581
C 4.42161 1.23106 2.26922 0.1213 -0.2833 -1.3122
C 4.94215 1.80790 -0.38269 -3.6130 -2.2694 -1.1739
C 4.50346 1.62385 -1.88088 -1.1293 -1.0180 3.0204
C 3.23143 0.83171 -2.30307 1.1014 -0.2171 2.3852
C 2.88025 0.64753 -3.84957 1.1097 1.6498 0.0355
C 1.90670 1.89239 -4.25932 -0.1036 -1.0088 0.4586
C 4.18357 0.80063 -4.81542 -0.6249 -0.9298 -0.5321
O -1.05290 -1.85449 -0.64771 -0.6583 -0.7850 1.7374
C -1.94136 -1.82884 0.49434 -1.2031 0.0869 0.3675
O -2.36139 -2.77988 1.17760 2.3127 3.2292 -2.9661
C -2.30422 -0.24242 0.63699 0.2641 -1.5454 -0.4593
C -3.54302 0.05693 1.60573 0.2418 -0.1492 1.0880
C -3.46917 1.42670 2.43974 -0.8421 0.6291 -0.3181
C -3.39994 2.76425 1.55610 -0.4052 0.6828 0.6956
C -0.94713 0.30307 1.29112 0.8166 -0.7841 2.4543
C -0.74535 -0.45240 2.82316 2.2472 -2.0506 -0.7520
C 0.37597 -1.69193 2.82396 -1.4692 4.2412 0.9032
O 0.60740 -0.25452 3.47028 -2.9661 -2.3733 -1.8827
C -2.49660 -0.01840 -0.96642 0.3599 1.7773 -0.4778
I -4.37455 -0.98205 -1.67370 0.3287 -0.1590 0.6096
C -2.78119 1.51244 -1.46006 -1.0111 -0.5092 0.5081
N -2.88503 1.66185 -2.93218 0.4367 0.1463 0.8150
H 3.99107 -4.29309 -0.07765 -0.0019 -0.8711 -1.2838
H 4.48977 -4.13863 -1.83902 -0.7563 -0.9618 1.0513
H 4.84169 -5.70415 -0.94936 -1.3067 1.3344 -0.1096
H 2.51257 -5.19778 -2.63834 -0.2850 -0.4201 1.5296
H 2.67469 -6.59792 -1.42156 -0.2528 1.4387 -0.3790
H 1.69880 -3.80876 -0.35118 -0.3549 -1.4678 -0.3433
H 1.46959 -5.45421 0.42445 -0.0219 0.7198 -1.5395
H -0.71330 -4.35888 -0.50808 0.8825 -0.6339 -1.1867
H -0.38017 -6.06017 -1.10374 0.4108 1.6874 -0.1869
H 0.28392 -5.49337 -3.33139 -0.6562 1.4792 0.8934
H -1.26570 -4.57072 -3.05162 1.7776 0.2185 0.4809
H 1.40078 -2.88940 -2.40785 -1.5563 -0.5990 -1.0644
H 1.35697 -3.62471 -4.07179 -1.0555 0.6728 1.2755
H 0.46559 -1.23443 -4.12845 -1.1756 -1.1022 0.6370
H -0.63640 -2.50609 -4.83274 0.4975 0.6612 1.6077
H -2.15055 -1.01438 -3.68968 0.7409 -1.2943 1.1491
H -2.05539 -2.62070 -2.66259 0.4801 1.4956 -0.4942
H -0.01523 1.11184 -1.17194 -0.1178 -1.2966 -1.1890
H 0.09053 0.51827 -2.94831 0.1282 -0.5316 1.4201
H 2.16181 -0.11074 1.12160 1.1362 0.9752 -1.4636
H 3.45239 1.25976 2.86680 1.3957 0.1299 -0.6780
H 5.07841 2.15014 2.42308 -1.0120 -1.3008 0.1374
H 5.01097 0.28568 2.57040 -0.8831 1.5474 -0.4378
H 5.89181 2.37738 -0.11043 -1.5406 -0.8925 -0.5062
H 5.22035 2.09992 -2.64385 -1.5272 -0.9911 1.1706
H 2.41491 -0.37371 -4.04390 0.4725 1.4283 0.4157
H 1.04747 1.44006 -4.86606 1.0578 1.0867 0.6571
H 1.52415 2.36351 -3.29315 0.2679 -0.5334 -1.4842
H 2.48131 2.68516 -4.84363 -0.8557 -1.1657 0.6856
H 3.81633 0.79173 -5.91365 0.4378 0.0524 1.7562
H 4.88754 -0.10839 -4.73450 -0.9033 1.5870 0.1393
H 4.72532 1.79151 -4.67480 -0.6822 -1.4285 -0.0058
H -3.54447 -0.79365 2.39196 -0.0691 1.1976 -1.3875
H -4.57064 0.02375 1.11618 1.5518 -0.0409 0.2428
H -4.46341 1.49294 3.02986 1.5852 -0.2014 -0.8879
H -2.64357 1.47418 3.22427 -0.9505 -0.2995 -1.1662
H -2.40591 2.92761 1.02334 -1.3652 -0.3787 0.6514
H -4.26884 2.86511 0.80619 1.3822 -0.3830 1.1056
H -3.52434 3.66015 2.27702 0.2490 -1.3754 -1.1137
H -0.90302 1.42332 1.47914 -0.1871 -1.4299 -0.4323
H 0.01399 -0.05957 0.80157 -1.5430 0.7208 0.1598
H -1.71465 -0.58503 3.51365 2.6207 0.4358 -1.4088
H 1.06116 -1.75008 1.91129 -1.3012 -0.3980 1.4205
H 0.25769 -2.52148 3.59999 0.3514 1.3545 -1.3655
H -2.06549 2.26937 -0.99533 -0.6212 -1.1921 -0.7571
H -3.82847 1.75903 -1.03766 1.8374 -0.2428 -0.5646
H -3.83599 1.52761 -3.28813 0.8032 -0.2334 0.2489
H -2.18342 1.11833 -3.44507 -0.6792 0.3425 0.2421
C 7.54743 2.14884 7.76359 0.0029 0.1776 0.1353
O 7.55116 3.43416 7.15729 -0.0311 -0.3450 -0.2366
C 7.89769 3.38055 5.77477 -0.2673 0.4508 0.1780
C 6.66252 3.49559 4.88847 0.1857 -0.4875 -0.0715
O 5.81515 2.35700 5.02817 0.0543 0.3239 0.3020
C 4.69451 2.61664 5.86203 -0.0558 -0.1589 -0.0962
H 7.06022 2.23427 8.73669 0.0643 0.0917 -0.0775
H 7.00046 1.41770 7.16512 0.0231 0.0017 -0.0482
H 8.57588 1.80781 7.91632 -0.0088 -0.1212 -0.0093
H 8.45904 2.46781 5.54831 -0.1176 -0.0046 -0.0170
H 8.55257 4.23495 5.57675 -0.0009 -0.0176 -0.0411
H 6.98300 3.52836 3.84219 0.0360 0.0402 -0.0041
H 6.11208 4.41940 5.10006 0.0734 -0.0672 0.0810
H 3.96586 3.22948 5.32137 -0.0501 0.0526 0.0986
H 4.98124 3.11546 6.79142 0.0325 0.0322 -0.0645
H 4.22884 1.66210 6.11357 0.0686 0.0280 -0.1204
C -8.09362 0.26845 0.27201 0.0178 0.1782 0.1587
O -8.07579 1.55637 -0.32937 -0.0109 -0.3184 -0.2136
C -7.72997 1.50396 -1.71247 -0.3033 0.4143 0.1622
C -8.96340 1.63614 -2.59881 0.1946 -0.4523 -0.0840
O -9.82339 0.50666 -2.46328 0.0264 0.2991 0.2738
C -10.94123 0.77442 -1.62872 -0.0309 -0.1442 -0.1022
H -8.57980 0.35540 1.24563 0.0553 0.0935 -0.0763
H -8.64871 -0.45422 -0.32927 0.0323 -0.0035 -0.0501
H -7.06883 -0.08478 0.42308 -0.0048 -0.1397 -0.0273
H -7.17878 0.58601 -1.94160 -0.1166 0.0154 -0.0104
H -7.06519 2.35194 -1.90723 0.0139 -0.0074 -0.0493
H -8.64247 1.66904 -3.64462 0.0253 0.0346 0.0082
H -9.50342 2.56538 -2.38389 0.0677 -0.0679 0.0801
H -11.66324 1.39715 -2.16678 -0.0458 0.0572 0.1065
H -10.64952 1.26624 -0.69710 0.0280 0.0312 -0.0601
H -11.41684 -0.17625 -1.38127 0.0763 0.0271 -0.1128
```
Positions in Å, forces in eV/Å.

Charge   0
SMILES   CCCCCCCC[C@]1(COc2cc(C)ccc2C(C)C)OC(=O)[C@@](CCC)(C[C@H]2CO2)[C@@]1(I)CN.COCCOC.COCCOC
Relative energy (zero: lowest compared OMol25 entry of this formula, charge and spin)   10.021 eV
Highest occupied orbital energy   -8.43 eV
Total energy   -2442.58742 a.u.
LUMO   0.15 eV
Orbital gap   8.6 eV

---

Here is a structure of composition C10H10CoF6N8O5S3 from the Open Molecules 2025 dataset. Energies are from ωB97M-V/def2-TZVPD.

```
43
Properties=species:S:1:pos:R:3:forces:R:3
Co 1.21688 0.25812 0.16716 0.3669 -0.0125 0.2843
N 3.17412 -0.06322 -0.79542 -0.1609 0.0042 0.1521
N 3.56843 -1.41837 -0.54626 0.0823 0.0910 0.0115
C 3.31268 -1.82977 0.73341 -0.1776 0.0131 -0.0606
N 3.17948 -3.17824 0.87281 -0.0267 0.0354 0.1124
S 3.17301 -0.74883 1.99074 0.1101 -0.0678 -0.0450
H 3.45635 0.17272 -1.74071 0.0121 -0.0488 -0.0137
H 3.72504 0.50242 -0.15240 0.0264 0.0814 -0.0622
H 3.16649 -2.02144 -1.25228 -0.0686 -0.0230 0.0347
H 2.67787 -3.64283 0.12614 0.0120 0.0009 -0.0090
H 2.82877 -3.43015 1.78449 0.0330 -0.0204 -0.0060
F -1.38561 -3.28962 -3.01371 -0.0873 -0.0532 -0.0273
C -0.26337 -2.61065 -2.83787 0.0610 0.1797 -0.0106
F -0.06956 -1.84518 -3.91976 0.0204 -0.0200 -0.0585
F 0.75560 -3.47503 -2.77532 0.0536 -0.0694 0.0109
S -0.30431 -1.52106 -1.29788 -0.0881 -0.4417 -0.2567
O 0.83184 -2.01361 -0.53243 -0.2639 0.1522 -0.1654
O -0.15640 -0.19282 -1.85602 -0.3395 -0.2254 0.3548
N -1.72537 -1.76442 -0.67720 0.4401 -0.1357 0.1915
S -2.00846 -3.14750 0.09931 -0.0467 -0.0429 -0.3988
O -3.41621 -3.39749 0.10861 0.0921 0.1040 -0.0976
O -1.10127 -4.20637 -0.26519 -0.0786 0.1340 0.0213
C -1.63104 -2.83396 1.87330 -0.0993 0.0561 -0.0820
F -0.34645 -2.58517 2.07966 0.1459 0.0243 0.0445
F -2.35957 -1.83584 2.34810 -0.0264 0.0522 0.0782
F -1.95594 -3.95520 2.53652 0.0359 0.0091 0.0988
O 1.64166 2.37568 -0.09455 0.0844 0.2364 -0.0853
N 0.59803 3.15846 -0.04202 0.2448 -0.3618 0.0142
C 0.42264 3.95491 1.02267 -0.1349 0.2261 0.1596
C -0.67508 4.78855 1.10329 0.1511 -0.0634 0.1110
C -1.61197 4.79286 0.08702 -0.1681 -0.0026 0.0353
C -1.42460 3.93849 -0.98526 -0.0074 -0.1316 -0.0869
C -0.31435 3.12374 -1.02992 -0.2150 -0.0037 -0.0968
H 1.18858 3.86019 1.77617 -0.0101 0.0071 -0.0085
H -0.79427 5.40546 1.98286 0.0040 -0.0096 -0.0129
H -2.50065 5.40511 0.14918 0.0269 -0.0015 0.0092
H -2.15739 3.86480 -1.77633 0.0192 -0.0140 0.0196
H -0.11498 2.39124 -1.79693 0.0100 -0.0065 -0.0080
N -4.54475 2.28311 0.64458 0.2762 -0.0697 0.1461
C -3.60180 1.86128 1.18552 -0.0075 0.0826 -0.4741
N -2.58412 1.45265 1.89294 0.4048 -0.1551 0.4190
C -1.46249 0.93903 1.50462 -0.6702 0.2938 0.0909
N -0.40744 0.47795 1.31833 -0.0365 0.1966 -0.3339
```
Positions in Å, forces in eV/Å.

Charge   -1
Spin multiplicity   3
Relative energy (zero: lowest compared OMol25 entry of this formula, charge and spin)   1.290 eV
Highest occupied orbital energy (alpha / beta)   -4.44 / -3.68 eV
Total energy   -4377.85817 a.u.
LUMO (alpha / beta)   2.41 / 2.40 eV
Orbital gap (alpha / beta)   6.9 / 6.1 eV